Here is a structure of composition C2H3N5O from the Open Molecules 2025 dataset. Energies are from the ωB97M-V functional and the def2-TZVPD basis.

Each line ends with the natural charge from an NBO analysis.
Positions of all 11 atoms, in Å:
C: -0.21216 0.77667 -0.50713  0.432
C: 0.71641 -0.32530 -0.13711  0.287
H: 1.59005 1.30317 -0.85046  0.520
H: -2.69741 0.06310 1.43950  0.391
H: 2.48927 -1.13923 -0.46876  0.384
N: -1.51270 0.87513 0.00732  -0.255
N: -1.88747 -0.32567 0.49544  -0.216
N: -1.03159 -1.18574 1.11996  0.034
N: 0.04735 -1.45669 0.56676  -0.235
N: 1.88324 -0.41171 -0.70858  -0.677
O: 0.61501 1.82628 -0.95693  -0.664

Values from the calculation:
Energy, Eh: -426.83483
HOMO, eV: -9.537
Largest force on an atom, eV/A: 7.69
Frontier orbital gap, eV: 8.73


Here is the molecule C6H9N from the Open Molecules 2025 dataset. Energies are from the ωB97M-V functional and the def2-TZVPD basis.

Each line ends with the natural charge from an NBO analysis.
Positions of all 16 atoms, in Å:
C: -1.71767 -0.73046 0.75484  0.110
N: -1.70156 0.44986 1.22455  -0.377
C: -0.35638 0.99064 1.00244  -0.249
C: 0.28337 0.07256 -0.02952  -0.079
C: -0.40603 -1.24910 0.21971  -0.473
C: 1.65989 0.13596 -0.59595  -0.411
C: 0.48347 0.59349 -1.41921  -0.409
H: -2.64267 -1.29604 0.74663  0.186
H: 0.16780 0.99720 1.96165  0.199
H: -0.43600 2.02830 0.66941  0.203
H: -0.46826 -1.92021 -0.64301  0.222
H: 0.10443 -1.78273 1.03505  0.221
H: 2.11908 -0.81320 -0.85983  0.214
H: 2.37633 0.87060 -0.25222  0.217
H: 0.36196 1.66827 -1.55349  0.214
H: 0.17224 -0.01513 -2.26106  0.211

Values from the calculation:
Energy, Eh: -288.72902
HOMO, eV: -9.792
Largest force on an atom, eV/A: 0.47
Structure (SMILES): C1=NCC2(C1)CC2
Frontier orbital gap, eV: 10.84


Here is a structure of composition C27H23MnN4S5 from the Open Molecules 2025 dataset. Energies are from the ωB97M-V functional and the def2-TZVPD basis.

Each line ends with the Mulliken spin population.
Positions of all 60 atoms, in Å:
Mn: 0.33858 0.11919 -1.04044  1.012
C: -3.80467 2.55038 -1.42780  0.002
C: -3.74198 1.49084 -0.36672  -0.005
C: -4.91934 1.09647 0.25046  0.001
C: -4.90149 0.10862 1.20245  0.000
C: -3.70379 -0.54639 1.48289  -0.001
C: -2.52509 -0.16021 0.89314  0.005
N: -2.57090 0.89737 0.01073  -0.008
C: -1.32031 -1.02858 1.15202  0.004
C: -1.30491 -1.77125 2.32132  -0.001
C: -0.46174 -2.86729 2.42864  0.005
C: 0.33812 -3.20428 1.35530  -0.001
C: 0.38469 -2.33942 0.27347  -0.007
N: -0.38991 -1.24163 0.20266  -0.045
C: 1.33263 -2.50695 -0.85209  0.037
C: 1.98291 -3.68076 -1.15891  0.006
C: 2.86297 -3.67975 -2.23670  0.000
C: 3.06541 -2.51446 -2.94888  0.002
C: 2.38336 -1.35739 -2.58463  0.002
C: 2.60126 -0.06367 -3.30865  -0.002
N: 1.52597 -1.37756 -1.55680  -0.049
H: -3.99474 3.52708 -0.97694  0.000
H: -4.65910 2.32596 -2.06655  0.000
H: -2.92073 2.62354 -2.04998  0.001
H: -5.84055 1.58200 -0.04158  0.000
H: -5.81375 -0.19581 1.70059  0.000
H: -3.71640 -1.40405 2.13718  0.000
H: -1.94734 -1.50571 3.14805  0.000
H: -0.45364 -3.46199 3.33277  0.000
H: 0.96124 -4.08693 1.38065  0.000
H: 1.80902 -4.58455 -0.59165  0.000
H: 3.38932 -4.58551 -2.50899  0.000
H: 3.75932 -2.48780 -3.77917  0.000
H: 3.66005 0.20080 -3.31786  -0.001
H: 2.06557 0.77065 -2.85053  0.004
H: 2.27542 -0.13320 -4.34773  0.000
C: 3.62846 -0.25853 0.21189  0.009
C: 2.78095 0.71399 0.97487  0.000
C: 3.40366 1.34045 2.07903  0.000
C: 2.72386 2.22341 2.84787  0.002
C: 1.38930 2.53579 2.50964  -0.003
C: 0.63652 3.45874 3.26948  0.001
C: -0.64054 3.80152 2.91610  -0.001
C: -1.18938 3.24489 1.75653  0.001
C: -0.48246 2.31152 1.03146  0.011
S: -1.09797 1.73665 -0.49647  -0.032
C: 0.83152 1.90924 1.37743  0.007
N: 1.51916 0.97571 0.61571  -0.018
H: 4.61109 -0.33223 0.66842  0.000
H: 3.76528 0.07342 -0.81739  -0.003
H: 3.19023 -1.25115 0.20623  0.000
H: 4.43153 1.09106 2.30058  0.000
H: 3.18939 2.69965 3.70259  0.000
H: 1.10203 3.90978 4.13786  0.000
H: -1.20395 4.52027 3.49494  0.000
H: -2.17437 3.55557 1.42653  0.000
S: -1.04157 -2.12273 -3.41919  -0.295
S: -1.91586 -2.09024 -5.31030  0.100
S: -2.22117 -0.32526 -5.85830  0.454
S: -0.98114 -0.22927 -2.88525  -0.195

Values from the calculation:
Spin multiplicity: 2
Energy, Eh: -4402.76311
HOMO (spin up / spin down), eV: -16.743 / -17.140
Largest force on an atom, eV/A: 0.49
Total charge: +3
Frontier orbital gap (spin up / spin down), eV: 6.17 / 7.17


Here is a structure of composition C5H10CsNO3S from the Open Molecules 2025 dataset. Energies are from the ωB97M-V functional and the def2-TZVPD basis.

Each line ends with the Löwdin charge.
Positions of all 21 atoms, in Å:
O: 1.06280 -2.38528 0.90375  -0.049
C: 1.40417 -1.18531 1.06268  -0.570
O: 1.77684 -0.81302 2.34618  -0.246
C: 1.41089 -0.20574 -0.23016  -0.342
C: 0.58077 1.15046 -0.06151  -0.164
C: -0.92684 0.96740 0.49318  -0.334
C: -1.67617 -0.36604 0.01443  -0.215
O: -3.11868 -0.13359 0.10187  -0.118
N: 1.08484 -0.94646 -1.49811  -0.414
S: 1.63141 -0.03020 -2.87804  0.691
H: 2.50225 0.10994 -0.34882  0.125
H: 0.55134 1.79568 -0.98402  0.083
H: 1.15847 1.77320 0.72754  0.113
H: -0.95826 1.03864 1.67527  -0.438
H: -1.54217 1.86661 0.07747  0.134
H: -1.44317 -0.68484 -1.03692  0.122
H: -1.45341 -1.18397 0.77188  0.126
H: -3.49546 -1.01193 0.26280  0.080
H: 1.60282 -1.83591 -1.48153  0.068
H: 0.59704 0.87202 -3.13531  -0.134
Cs: -0.74949 1.20835 3.21737  1.481

Values from the calculation:
Energy, Eh: -895.10647
HOMO, eV: -7.753
Largest force on an atom, eV/A: 12.26
Frontier orbital gap, eV: 6.90